[1]
Entry from the OMol25 dataset: a 8-piece molecular cluster, C54H64BFI2N2O4PS overall (ωB97M-V/def2-TZVPD).

Cartesian coordinates (Å):
C -6.26999 -3.17158 6.02680
C -5.11951 -4.08170 5.29777
O -4.49019 -3.51333 4.11300
B -3.71892 -2.29979 4.33596
O -3.23342 -2.20912 5.76596
P -3.20682 -0.92992 3.03461
N -2.63480 -0.06191 4.50240
C -3.69745 -2.01413 1.52474
C -4.19006 -1.18515 0.18820
C -3.00879 -1.07484 -0.99315
O -3.66151 -0.79626 -2.31157
C -3.97615 0.63383 -2.44871
C -1.51079 -1.89475 3.01511
C -0.49501 -1.51997 4.23308
O -0.27603 -2.44709 5.21049
F 0.34624 -0.30490 4.38220
N -2.70474 0.27980 1.88311
C -1.43390 0.63421 1.76162
S -0.16526 1.78727 1.97948
C -4.99131 -0.15655 3.13930
I -6.87424 -1.34882 2.91902
C -5.29088 1.28712 3.33085
C -4.17867 2.44930 3.54168
I -7.41197 2.01725 3.34648
H -7.27295 -3.13100 5.38345
H -6.59382 -3.70801 7.04294
H -5.94482 -2.09068 6.33121
H -4.35687 -4.52481 6.10352
H -5.70277 -5.05319 4.91196
H -3.82375 -1.59186 6.28865
H -3.44857 0.26469 5.10606
H -2.09305 0.78694 4.32994
H -4.54533 -2.79221 1.71648
H -2.80393 -2.69498 1.11277
H -4.75628 -0.18753 0.37874
H -5.00160 -1.87975 -0.35367
H -2.21076 -0.25074 -0.76476
H -2.53509 -2.14968 -1.10163
H -5.15036 0.74643 -2.26199
H -3.38209 1.32520 -1.71284
H -3.71767 0.99185 -3.55321
H -1.83322 -3.03131 3.21959
H -0.99292 -1.96509 1.97725
H -3.47306 2.65814 2.60147
H -4.75864 3.48306 3.66835
H -3.55351 2.37967 4.55713
C 0.87910 3.64648 -2.30417
C -0.05552 3.05729 -1.45322
C -1.38277 3.48496 -1.47072
C -1.77781 4.49607 -2.34714
C -0.84391 5.08264 -3.20075
C 0.48534 4.66136 -3.17664
H 1.91413 3.31527 -2.28783
H 0.25095 2.26467 -0.77520
H -2.10934 3.03031 -0.80281
H -2.81313 4.82610 -2.36438
H -1.15228 5.86946 -3.88483
H 1.21377 5.12236 -3.83789
C 2.76701 3.52938 -6.15665
C 1.77542 2.59219 -5.86822
C 1.23155 1.81432 -6.88995
C 1.68683 1.96694 -8.19989
C 2.68111 2.90154 -8.48766
C 3.21838 3.68595 -7.46737
H 3.18821 4.13783 -5.36065
H 1.42560 2.46850 -4.84635
H 0.45419 1.08889 -6.66596
H 1.26658 1.35739 -8.99547
H 3.03695 3.01920 -9.50829
H 3.98905 4.41781 -7.69282
C 1.86850 -0.32628 7.52728
C 2.67572 0.51749 6.76490
C 3.59580 1.35741 7.39162
C 3.71564 1.34632 8.78159
C 2.91100 0.49978 9.54370
C 1.98439 -0.33342 8.91751
H 1.14915 -0.97826 7.03870
H 2.58709 0.52107 5.68138
H 4.21991 2.01960 6.79773
H 4.43605 1.99726 9.26987
H 3.00567 0.49008 10.62680
H 1.35384 -0.98877 9.51191
C 4.34717 -0.52003 -7.42516
C 5.48022 -1.12112 -7.97256
C 5.39417 -2.39754 -8.52767
C 4.17157 -3.06947 -8.54422
C 3.03771 -2.46677 -8.00016
C 3.12582 -1.19411 -7.43669
H 4.41537 0.47337 -6.98955
H 6.43137 -0.59465 -7.96580
H 6.27864 -2.86836 -8.94808
H 4.10325 -4.06220 -8.98118
H 2.08467 -2.98989 -8.01461
H 2.24346 -0.72715 -7.00798
C 3.74829 1.22614 -14.28956
C 4.74354 1.26326 -13.31341
C 4.45569 0.86761 -12.00749
C 3.17381 0.42502 -11.67977
C 2.17957 0.38437 -12.65687
C 2.46501 0.78885 -13.96066
H 3.97211 1.53781 -15.30643
H 5.74420 1.60163 -13.57046
H 5.22961 0.90302 -11.24557
H 2.95059 0.11201 -10.66325
H 1.18108 0.03788 -12.40168
H 1.68873 0.76226 -14.72032
C -3.78637 -7.29939 7.41638
C -2.59770 -6.96743 6.76705
C -1.58451 -7.91682 6.63703
C -1.76418 -9.20247 7.14823
C -2.95440 -9.53550 7.79426
C -3.96392 -8.58328 7.93246
H -4.57442 -6.55820 7.52053
H -2.46051 -5.96765 6.36268
H -0.65579 -7.65584 6.13694
H -0.97665 -9.94393 7.04269
H -3.09490 -10.53795 8.19115
H -4.88883 -8.84145 8.44067
C 5.23442 5.77934 3.58537
C 4.35257 4.70102 3.65123
C 3.78574 4.33624 4.87207
C 4.09348 5.05676 6.02647
C 4.97244 6.13745 5.95988
C 5.54649 6.49642 4.74063
H 5.67863 6.06121 2.63433
H 4.10749 4.14391 2.75042
H 3.10388 3.49181 4.92423
H 3.64804 4.77568 6.97710
H 5.21089 6.69985 6.85932
H 6.23548 7.33495 4.69012

* highest occupied orbital energy: -0.2096 Ha
* total charge: -1
* LUMO: 1.831 eV



[2]
Entry from the OMol25 dataset: a 2-piece molecular cluster, C3H7NS2 overall (ωB97M-V/def2-TZVPD).

Cartesian coordinates (Å):
C -1.33480 -0.39354 0.23962
C 0.90425 1.41094 -0.46141
C 1.01667 0.09376 0.19377
N -1.63035 -1.30990 1.12609
S -2.16266 0.46856 -0.81836
S 1.68941 -1.26532 -0.68137
H -0.00968 1.44146 -1.07929
H 1.74658 1.62899 -1.11647
H 0.81584 2.19669 0.28772
H 1.21144 0.02127 1.25006
H -0.90456 -1.73416 1.68285
H -2.57549 -1.65437 1.25714
H 1.23334 -0.90436 -1.88033

* ΔE to the lowest compared entry with this formula, charge and spin: 56.3 kcal per mole
* highest occupied orbital energy (spin up / spin down): -0.2649 / -0.2649 Ha
* LUMO (spin up / spin down): 0.368 / 0.369 eV



[3]
Entry from the OMol25 dataset: one molecule with the formula C20H20ClN3O5S (ωB97M-V/def2-TZVPD).

Cartesian coordinates (Å):
C -2.63889 -0.20615 2.57305
C -1.24569 -0.51613 2.97132
C -0.60099 -1.69356 3.21303
C 0.72108 -1.28920 3.53806
N 0.83824 0.01639 3.47904
O -0.38592 0.50177 3.13774
N 1.76368 -2.12531 3.85413
S 1.99108 -3.45129 2.81956
O 0.91328 -4.36768 3.01196
O 3.33283 -3.88488 3.05423
C 1.83829 -2.66693 1.22359
C 0.70994 -2.86686 0.45369
C 0.54587 -2.16324 -0.72519
C 1.51882 -1.24667 -1.12440
C 2.65883 -1.06216 -0.33545
C 2.81693 -1.77041 0.83744
H 3.69254 -1.64505 1.45428
H 3.41676 -0.35727 -0.64559
N 1.41468 -0.49211 -2.28761
C 0.41783 -0.48202 -3.22605
O -0.55626 -1.19669 -3.19014
C 0.66261 0.52703 -4.33579
C -0.61150 1.32555 -4.64011
C -1.33121 1.75118 -3.35677
H -1.93985 0.91732 -2.98595
H -1.98826 2.60571 -3.56392
O -0.36110 2.09469 -2.38341
C -0.78185 2.36674 -1.11848
C 0.21950 2.51447 -0.15609
C -0.09446 2.81907 1.15113
C -1.42424 2.97977 1.51189
C -2.42887 2.82249 0.57439
C -2.11161 2.51345 -0.73790
H -2.91132 2.40018 -1.45181
H -3.46099 2.94608 0.86292
Cl -1.82946 3.37822 3.14121
H 0.68236 2.92194 1.89106
H 1.24785 2.39327 -0.45737
H -1.30341 0.71935 -5.22376
H -0.33821 2.20356 -5.22569
H 1.46027 1.21417 -4.05622
H 0.96759 -0.01701 -5.23208
H 2.16980 0.16570 -2.42380
H -0.32725 -2.31225 -1.33777
H -0.02717 -3.57943 0.78652
H 2.62131 -1.64466 4.08183
H -0.97158 -2.69453 3.19155
H -3.01934 0.62023 3.16920
H -2.66726 0.09460 1.52593
H -3.26525 -1.08146 2.71260

* ΔE to the lowest compared entry with this formula, charge and spin: 13.4 kcal per mole
* SMILES: Cc1cc(NS(=O)(=O)c2ccc(NC(=O)CCCOc3ccc(Cl)cc3)cc2)no1
* highest occupied orbital energy: -0.3175 Ha
* LUMO: 0.421 eV